Molecular formula: C17H15I2IrN12O
Method: DFT, ωB97M-V/def2-TZVPD

The geometry in XYZ format:
```
48
C17H15I2IrN12O | the OMol25 dataset | ωB97M-V/def2-TZVPD
Ir -0.908 0.320 0.050
N 0.043 3.251 2.026
C -1.276 2.982 1.707
N -2.231 3.842 2.030
N -3.362 3.254 1.592
N -3.103 2.123 1.040
N -1.761 1.905 1.094
C 1.162 2.588 1.561
N 2.381 3.108 1.682
N 3.189 2.148 1.206
N 2.484 1.135 0.819
N 1.171 1.376 1.030
H 0.202 4.192 2.338
I -0.245 -3.487 -3.562
C -0.024 -1.422 -3.722
C 0.301 -0.857 -4.951
C 0.465 0.501 -5.092
I 0.958 1.246 -6.986
C 0.307 1.365 -3.980
C 0.475 2.769 -4.003
C 0.322 3.488 -2.851
C -0.014 2.831 -1.659
N -0.208 1.530 -1.611
C -0.038 0.785 -2.737
C -0.214 -0.649 -2.557
O -0.515 -1.133 -1.428
H 0.428 -1.508 -5.805
H 0.736 3.258 -4.933
H 0.461 4.561 -2.837
H -0.143 3.381 -0.736
C 4.751 -2.447 1.912
C 3.334 -2.682 1.501
C 2.576 -3.836 1.439
C 1.311 -3.412 0.968
N 1.305 -2.106 0.763
N 2.533 -1.686 1.087
C 0.080 -4.209 0.672
H 5.207 -3.384 2.232
H 4.814 -1.737 2.739
H 5.344 -2.043 1.089
H 2.892 -4.835 1.696
H 2.730 -0.679 0.998
H 0.244 -5.272 0.861
H -0.215 -4.073 -0.368
H -0.755 -3.867 1.287
C -2.206 -0.760 0.757
H -2.712 -1.575 0.222
H -2.766 -0.501 1.667
```

## Properties
**HOMO-LUMO gap (spin up / spin down)**: 4.63 / 4.62 eV
**E_HOMO (spin up / spin down)**: -1.1 / -1.1 eV
**E_tot**: -56840.699 eV
**Total charge**: -2
**ΔE to the lowest compared entry with this formula, charge and spin**: 0.692 eV
**LUMO energy (spin up / spin down)**: 3.5 / 3.5 eV
**Molecular weight**: 849.42 g/mol

Molecular formula: C17H15N2O4
Method: DFT, ωB97M-V/def2-TZVPD

The geometry in XYZ format:
```
38
C17H15N2O4 | the OMol25 dataset | ωB97M-V/def2-TZVPD
C 5.397 1.118 -1.903
O 4.107 1.626 -2.308
C 3.001 1.240 -1.620
C 1.802 1.962 -1.848
C 0.692 1.723 -1.061
C 0.681 0.691 -0.111
C -0.563 0.501 0.786
C -0.172 -0.123 2.094
C -1.148 -0.555 2.994
N -1.800 -0.878 3.920
C 1.044 0.193 2.720
N 2.030 0.402 3.319
C 1.816 -0.109 0.005
C 2.993 0.167 -0.691
H 6.086 1.602 -2.593
H 5.640 1.400 -0.868
H 5.447 0.027 -2.015
H 1.790 2.743 -2.609
H -0.203 2.347 -1.170
H -0.904 1.525 1.030
H 1.820 -0.991 0.650
H 3.887 -0.423 -0.488
C -2.103 0.303 -1.202
C -1.678 -0.227 0.162
C -2.939 -0.108 1.122
O -3.279 0.958 1.591
C -3.721 -1.401 1.371
C -3.533 -2.386 0.260
O -2.119 -2.685 0.057
C -1.225 -1.694 -0.102
O -0.097 -1.958 -0.480
H -1.288 0.187 -1.929
H -2.986 -0.241 -1.575
H -2.362 1.368 -1.124
H -3.382 -1.816 2.335
H -4.783 -1.139 1.476
H -3.987 -3.357 0.476
H -3.961 -1.995 -0.672
```

## Properties
**HOMO-LUMO gap**: 6.27 eV
**E_HOMO**: -3.4 eV
**E_tot**: -29042.608 eV
**Total charge**: -1
**LUMO energy**: 2.8 eV
**Molecular weight**: 311.32 g/mol

Molecular formula: C17H15N5O4S
Method: DFT, ωB97M-V/def2-TZVPD

The geometry in XYZ format:
```
42
C17H15N5O4S | the OMol25 dataset | ωB97M-V/def2-TZVPD
C -8.132 -4.263 1.100
O -6.929 -3.537 0.904
C -7.003 -2.214 1.128
O -8.019 -1.663 1.476
C -5.712 -1.525 0.903
C -5.653 -0.146 1.105
C -4.477 0.540 0.906
C -3.324 -0.140 0.497
C -2.082 0.565 0.279
C -1.753 1.901 0.409
C -0.402 2.019 0.062
C 0.025 0.747 -0.263
C 1.297 0.263 -0.691
N 2.281 1.058 -0.841
N 3.460 0.568 -1.251
C 4.545 1.384 -1.423
O 4.537 2.567 -1.207
C 5.776 0.635 -1.939
C 6.985 1.086 -1.209
N 7.793 0.309 -0.592
N 8.803 0.928 0.011
C 8.777 2.212 -0.135
N 9.651 3.063 0.444
S 7.411 2.789 -1.096
O -0.995 -0.128 -0.129
C -3.390 -1.523 0.297
C -4.568 -2.209 0.496
H -7.896 -5.304 0.897
H -8.907 -3.904 0.419
H -8.486 -4.142 2.126
H -6.550 0.365 1.420
H -4.442 1.606 1.065
H -2.403 2.694 0.716
H 0.204 2.901 0.042
H 1.371 -0.815 -0.883
H 3.545 -0.436 -1.432
H 5.686 -0.446 -1.828
H 5.876 0.882 -3.001
H 9.733 3.991 0.066
H 10.482 2.647 0.830
H -2.501 -2.049 -0.018
H -4.613 -3.275 0.340
```

## Properties
**HOMO-LUMO gap**: 7.49 eV
**E_HOMO**: -7.9 eV
**E_tot**: -44347.056 eV
**ΔE to the lowest compared entry with this formula, charge and spin**: 0.000 eV
**LUMO energy**: -0.4 eV
**SMILES**: COC(=O)c1ccc(-c2ccc(/C=N/NC(=O)Cc3nnc(N)s3)o2)cc1
**Molecular weight**: 385.40 g/mol

Molecular formula: C17H16BeF6N4O2S
Method: DFT, ωB97M-V/def2-TZVPD

The geometry in XYZ format:
```
47
C17H16BeF6N4O2S | the OMol25 dataset | ωB97M-V/def2-TZVPD
Be 0.157 -0.199 -0.273
S 0.254 -3.671 -2.591
C -1.366 -3.645 -2.048
C -1.628 -2.558 -1.264
C -0.514 -1.677 -1.078
C 0.564 -2.185 -1.761
C 1.832 -1.462 -1.753
C 3.017 -1.836 -2.377
C 4.115 -1.003 -2.271
C 4.022 0.182 -1.551
C 2.822 0.482 -0.943
N 1.758 -0.316 -1.041
H -2.042 -4.438 -2.333
H -2.616 -2.398 -0.843
H 3.062 -2.762 -2.935
H 5.047 -1.274 -2.752
H 4.864 0.853 -1.453
H 2.686 1.384 -0.358
C -1.502 -0.474 4.622
N -0.511 -0.424 3.570
C 0.921 -0.340 3.774
C 1.445 -0.412 2.338
O 2.610 -0.368 2.030
N 0.355 -0.519 1.490
C -0.744 -0.506 2.253
N -1.976 -0.591 1.744
H -1.058 -0.934 5.502
H -2.345 -1.091 4.314
H -1.864 0.519 4.897
H 1.303 -1.166 4.375
H 1.223 0.605 4.230
H -2.035 -0.493 0.739
H -2.755 -0.252 2.280
C -1.159 1.595 -2.550
C -1.145 2.055 -1.091
O -0.512 1.199 -0.255
C -2.613 2.182 -0.609
F -3.200 0.963 -0.663
F -3.357 3.007 -1.354
F -2.712 2.591 0.665
C -0.426 3.423 -1.009
F -1.009 4.362 -1.772
F 0.840 3.286 -1.445
F -0.358 3.901 0.238
H -1.634 0.616 -2.600
H -0.129 1.496 -2.890
H -1.688 2.294 -3.198
```

## Properties
**HOMO-LUMO gap**: 8.24 eV
**E_HOMO**: -8.0 eV
**E_tot**: -55491.261 eV
**ΔE to the lowest compared entry with this formula, charge and spin**: 0.000 eV
**LUMO energy**: 0.3 eV
**Molecular weight**: 463.41 g/mol

Molecular formula: C17H16Br2FeN4O2
Method: DFT, ωB97M-V/def2-TZVPD

The geometry in XYZ format:
```
42
C17H16Br2FeN4O2 | the OMol25 dataset | ωB97M-V/def2-TZVPD
Fe 0.146 0.109 -0.432
Br 1.636 -0.657 1.485
C 2.406 -2.047 0.330
Br 1.708 -1.801 -1.486
H 2.097 -3.026 0.696
H 3.491 -1.945 0.318
O 5.302 5.042 -0.332
C 4.074 5.538 -0.354
O 3.849 6.708 -0.472
C 2.920 4.576 -0.259
C 1.741 5.049 0.325
C 0.620 4.260 0.399
C 0.606 2.956 -0.159
C 1.801 2.514 -0.786
C 2.929 3.298 -0.825
N -0.454 2.110 -0.142
C -1.665 2.641 0.383
C -2.919 0.350 0.166
C -4.155 -0.155 -0.253
C -4.291 -1.514 -0.474
C -3.179 -2.331 -0.310
C -1.982 -1.740 0.043
N -1.842 -0.430 0.280
H 5.363 4.092 -0.166
H 1.728 6.052 0.723
H -0.250 4.654 0.899
H 1.803 1.550 -1.297
H 3.810 2.936 -1.336
H -1.481 2.974 1.426
H -4.990 0.503 -0.436
H -5.238 -1.929 -0.781
H -3.240 -3.395 -0.468
H -1.092 -2.344 0.173
N -4.124 3.600 0.903
C -3.377 4.323 -0.032
C -2.207 3.822 -0.412
N -2.830 1.714 0.513
C -3.923 2.300 1.004
H -4.936 4.028 1.336
H -3.834 5.209 -0.440
H -1.623 4.222 -1.221
H -4.685 1.686 1.465
```

## Properties
**HOMO-LUMO gap (spin up / spin down)**: 6.19 / 6.07 eV
**E_HOMO (spin up / spin down)**: -13.2 / -13.1 eV
**E_tot**: -202400.062 eV
**Total charge**: +2
**LUMO energy (spin up / spin down)**: -7.0 / -7.1 eV
**Multiplicity**: 5
**Molecular weight**: 523.99 g/mol

Molecular formula: C17H16F2N4O3
Method: DFT, ωB97M-V/def2-TZVPD

The geometry in XYZ format:
```
42
C17H16F2N4O3 | the OMol25 dataset | ωB97M-V/def2-TZVPD
C 2.016 0.494 -2.609
C 3.410 -0.044 -2.290
N 3.365 -0.976 -1.195
C 3.188 -0.693 0.108
C 3.131 -1.899 0.780
C 2.853 -2.092 2.236
N 1.470 -1.734 2.517
C 1.129 -0.482 2.896
O 1.919 0.365 3.247
C -0.337 -0.224 2.778
C -1.116 -0.467 1.612
C -2.343 0.034 1.937
C -3.616 0.135 1.159
O -3.423 -0.110 -0.212
C -2.635 0.735 -0.931
C -2.075 1.923 -0.474
C -1.281 2.700 -1.303
C -1.043 2.287 -2.598
F -0.260 3.032 -3.400
C -1.585 1.113 -3.095
C -2.372 0.356 -2.255
F -2.899 -0.791 -2.716
O -2.304 0.519 3.188
N -1.062 0.359 3.693
C 3.277 -2.860 -0.233
N 3.418 -2.285 -1.411
H 1.352 -0.324 -2.879
H 2.067 1.194 -3.438
H 1.599 1.009 -1.745
H 4.081 0.779 -2.030
H 3.814 -0.583 -3.148
H 3.125 0.310 0.479
H 3.022 -3.129 2.531
H 3.475 -1.427 2.839
H 0.759 -2.348 2.150
H -0.805 -0.911 0.689
H -4.317 -0.640 1.485
H -4.081 1.115 1.338
H -2.248 2.260 0.535
H -0.847 3.618 -0.942
H -1.399 0.795 -4.108
H 3.296 -3.928 -0.144
```

## Properties
**HOMO-LUMO gap**: 9.66 eV
**E_HOMO**: -9.1 eV
**E_tot**: -35424.584 eV
**ΔE to the lowest compared entry with this formula, charge and spin**: 0.175 eV
**LUMO energy**: 0.6 eV
**SMILES**: CCn1cc(CNC(=O)c2cc(COc3ccc(F)cc3F)on2)cn1
**Molecular weight**: 362.34 g/mol

Molecular formula: C17H16F3NO4S2
Method: DFT, ωB97M-V/def2-TZVPD

The geometry in XYZ format:
```
43
C17H16F3NO4S2 | the OMol25 dataset | ωB97M-V/def2-TZVPD
C -2.533 1.319 -1.676
N -1.163 1.603 -1.267
C -0.517 2.490 -2.223
C -0.379 0.511 -0.716
C 1.123 0.791 -0.842
C 1.699 2.053 -0.602
C 2.958 2.348 -1.126
C 3.733 1.326 -1.665
C 5.124 1.648 -2.146
F 5.927 0.543 -2.169
F 5.114 2.156 -3.418
F 5.730 2.582 -1.345
C 3.228 0.041 -1.809
C 1.927 -0.221 -1.384
C -0.851 0.079 0.658
S 0.167 -1.126 1.595
O 0.981 -0.429 2.573
O 0.741 -2.056 0.647
C -1.088 -2.056 2.494
C -0.820 -3.094 3.384
C -1.870 -3.855 3.899
C -3.189 -3.557 3.549
C -3.457 -2.494 2.689
C -2.396 -1.765 2.159
S -2.581 -0.541 0.870
O -2.942 -1.292 -0.315
O -3.418 0.524 1.391
H -2.823 2.040 -2.451
H -2.648 0.309 -2.095
H -3.237 1.433 -0.848
H -1.263 2.893 -2.919
H -0.056 3.335 -1.695
H 0.253 1.955 -2.799
H -0.534 -0.358 -1.393
H 1.135 2.841 -0.092
H 3.337 3.370 -1.110
H 3.830 -0.749 -2.250
H 1.530 -1.232 -1.492
H -0.826 0.982 1.295
H 0.207 -3.304 3.662
H -1.663 -4.672 4.592
H -4.012 -4.142 3.962
H -4.478 -2.231 2.428
```

## Properties
**HOMO-LUMO gap**: 8.82 eV
**E_HOMO**: -8.7 eV
**E_tot**: -57389.486 eV
**LUMO energy**: 0.1 eV
**SMILES**: CN(C)[C@@H](c1ccc(C(F)(F)F)cc1)C1S(=O)(=O)c2ccccc2S1(=O)=O
**Molecular weight**: 419.45 g/mol

Molecular formula: C17H16FN5O
Method: DFT, ωB97M-V/def2-TZVPD

The geometry in XYZ format:
```
40
C17H16FN5O | the OMol25 dataset | ωB97M-V/def2-TZVPD
O 0.083 -0.024 -2.474
C 0.823 -0.662 -1.688
N 0.160 -1.402 -0.672
C 0.654 -1.247 0.721
C -0.425 -1.550 1.824
N -1.835 -1.025 1.493
C -2.653 -0.190 2.293
C -3.607 -0.918 2.998
C -4.572 -0.238 3.739
C -4.476 1.187 3.884
C -3.430 1.868 3.388
C -2.538 1.217 2.481
F -1.559 1.963 1.868
C -2.206 -1.045 0.058
C -1.235 -1.871 -0.846
N 2.200 -0.189 -1.561
N 3.118 -0.815 -0.763
N 4.349 -0.617 -1.191
C 4.329 0.307 -2.146
C 5.387 0.838 -2.922
C 5.042 1.884 -3.805
C 3.704 2.280 -3.943
C 2.612 1.702 -3.324
C 2.992 0.636 -2.421
H 1.575 -1.744 0.960
H 0.854 -0.136 0.846
H -0.087 -1.013 2.682
H -0.318 -2.678 1.866
H -3.634 -2.022 2.944
H -5.353 -0.819 4.231
H -5.131 1.749 4.467
H -3.413 2.998 3.383
H -2.433 -0.043 -0.423
H -3.142 -1.620 -0.059
H -1.242 -2.945 -0.554
H -1.690 -1.740 -1.832
H 6.451 0.557 -2.708
H 5.654 2.352 -4.485
H 3.371 2.967 -4.769
H 1.623 2.046 -3.540
```

## Properties
**HOMO-LUMO gap**: 8.47 eV
**E_HOMO**: -8.5 eV
**E_tot**: -30100.356 eV
**ΔE to the lowest compared entry with this formula, charge and spin**: 3.656 eV
**LUMO energy**: -0.1 eV
**SMILES**: O=C(N1CCN(c2ccccc2F)CC1)n1nnc2ccccc21
**Molecular weight**: 325.35 g/mol

Which of these has the highest molecular weight? C17H15I2IrN12O